1.
DFT (ωB97M-V/def2-TZVPD) results for a cluster of 8 separate species, C19H29BCl21O5 in total at a distorted geometry.

* net charge: -1
* lowest unoccupied orbital energy: 1.58 eV
* DFT total energy: -10806.3064 hartree
* orbital gap: 6.0 eV
* energy relative to the best compared isomer or geometry (same formula, charge and spin): 0.0 kcal/mol
* HOMO level: -0.1608 hartree

```
75
Properties=species:S:1:pos:R:3:lowdin_charge:R:1
Cl -1.13 -4.58 0.39 0.507
Cl 4.12 -1.92 -4.57 0.473
Cl -4.05 -4.74 -4.49 0.510
Cl 7.33 -5.06 -3.79 0.518
Cl -6.60 -5.61 -3.40 0.516
Cl 4.71 -4.96 -5.04 0.489
Cl 7.29 2.72 -1.02 0.502
Cl -5.73 -4.29 3.35 0.506
Cl -1.68 -1.89 -4.24 0.511
Cl 4.67 0.71 -3.42 0.562
Cl 2.01 -0.39 -3.25 0.543
Cl -0.52 -1.96 1.49 0.578
Cl -3.20 -3.07 1.77 0.509
Cl 6.85 4.67 1.09 0.504
Cl 6.36 5.40 -1.68 0.504
Cl -1.96 -1.49 -7.10 0.515
Cl 0.68 -1.60 -5.90 0.520
Cl 4.94 -5.38 -2.17 0.528
Cl -6.42 -5.69 0.91 0.498
Cl -4.49 -4.71 -1.61 0.501
Cl -4.46 -6.83 2.73 0.519
O 3.52 2.11 -0.16 -0.120
O 1.31 5.07 0.62 -0.187
O -4.01 1.94 2.62 -0.198
O -1.57 4.71 3.00 -0.193
O 1.33 1.88 0.92 -0.074
C -1.76 -2.97 0.74 -1.530
C 6.31 4.09 -0.49 -1.538
C 1.81 -1.03 4.27 0.019
C -2.35 3.63 3.52 -0.186
C 3.47 -0.30 -4.24 -1.537
C -3.66 3.35 2.64 -0.170
C -4.85 0.07 1.14 -0.089
C 3.03 0.89 2.62 -0.096
C 5.68 -5.68 -3.75 -1.541
C -4.14 1.50 1.25 -0.262
C -4.85 -5.54 -3.13 -1.534
C 0.35 5.41 1.61 -0.204
C 2.32 4.14 1.13 -0.118
C 2.19 0.78 1.24 -0.305
C -0.97 -2.21 -5.82 -1.536
C 2.43 -0.20 3.60 -0.132
C 3.10 0.70 -0.08 -0.153
C -0.57 4.19 2.06 -0.156
C -5.94 -5.87 2.60 -1.533
B 2.26 2.79 0.16 -0.743
H -4.47 -6.55 -3.06 0.016
H 3.95 -0.05 -0.10 0.130
H -0.35 6.17 1.13 0.130
H 2.90 1.91 3.10 0.114
H -4.87 2.24 0.77 0.117
H -5.32 0.03 0.11 0.077
H -3.16 1.51 0.69 0.130
H 1.66 -0.22 1.39 0.087
H 0.07 3.42 2.57 0.117
H 2.31 0.63 -0.90 0.061
H -6.74 -6.40 3.13 0.011
H -4.12 -0.79 1.20 -0.003
H 1.73 3.00 -0.90 0.107
H 1.02 -1.76 4.57 0.033
H -1.18 3.76 1.19 0.138
H -2.66 3.83 4.60 0.125
H -3.37 3.61 1.57 0.109
H 3.21 0.16 -5.19 0.007
H 3.38 4.57 1.01 0.098
H 5.27 3.75 -0.39 -0.013
H 0.81 5.89 2.53 0.127
H -2.05 -2.51 -0.20 0.012
H -0.95 -3.29 -5.98 0.012
H -5.70 -0.04 1.89 0.085
H 5.72 -6.76 -3.92 0.010
H 2.16 3.89 2.23 0.096
H -1.71 2.69 3.49 0.130
H -4.55 3.98 2.98 0.127
H 4.12 0.67 2.40 0.113
```



2.
DFT (ωB97M-V/def2-TZVPD) results for a structure of composition C34H55BF3I2NO26Si2.

* lowest unoccupied orbital energy: 0.18 eV
* DFT total energy: -4838.6878 hartree
* orbital gap: 9.0 eV
* HOMO level: -0.3252 hartree

```
124
Properties=species:S:1:pos:R:3:lowdin_charge:R:1
I 2.05 2.68 1.14 0.813
I 1.92 0.99 4.41 0.796
Si 0.94 -0.45 0.99 0.392
Si 2.72 -1.05 -1.25 0.563
F 5.51 -2.45 2.02 0.144
F 5.14 -4.26 0.90 0.180
F 3.48 -3.01 1.57 0.115
O 8.62 -2.58 5.76 0.058
O -3.60 -8.49 4.21 0.149
O -0.48 -7.85 0.86 0.082
O -1.60 6.00 4.78 0.059
O -3.11 1.10 -5.27 0.104
O 1.76 -5.95 5.65 0.033
O -3.48 5.12 5.57 0.060
O -1.53 5.69 -4.98 0.151
O -2.95 7.06 -6.06 0.063
O 1.42 -0.25 -0.57 -0.337
O -3.90 7.36 -10.38 0.158
O -1.32 -6.15 2.02 0.035
O -1.56 -3.76 0.40 0.165
O 4.79 -2.39 -0.11 -0.021
O 2.20 -3.95 4.80 0.066
O 0.90 -6.26 1.67 0.144
O -1.73 -7.86 5.29 0.072
O 8.59 -2.47 8.01 0.169
O 1.10 -4.11 6.76 0.155
O -2.25 5.21 -7.06 0.061
O -0.45 -2.53 -1.24 0.130
O -3.39 -6.40 5.02 0.057
O -2.83 4.65 3.46 0.159
O -4.52 9.46 -9.88 0.056
O 6.68 -2.66 6.83 0.062
O -2.85 9.12 -11.31 0.069
N -1.29 1.46 -3.85 -0.145
C 1.92 -0.45 -3.88 -0.248
C -3.29 5.72 -7.89 -0.108
C 1.65 -4.62 5.84 -0.584
C 2.89 -4.89 3.96 -0.104
C 8.02 -2.56 6.97 -0.572
C -1.85 -8.19 1.11 -0.085
C -2.18 5.96 -5.94 -0.567
C 0.16 1.18 3.18 -0.863
C 4.73 -3.01 1.06 -0.735
C 4.28 -1.02 -0.14 -0.181
C -1.11 2.85 -4.33 -0.069
C -2.64 1.03 -4.16 -0.486
C -2.97 -7.67 4.79 -0.592
C -3.14 10.52 -11.38 -0.107
C 2.21 -6.19 4.31 -0.099
C -3.39 7.16 -7.42 -0.124
C 0.54 1.26 1.69 -0.895
C -0.20 -6.71 1.52 -0.564
C -3.77 8.53 -10.52 -0.574
C 3.07 -0.22 -2.86 -0.256
C 6.35 -2.52 5.44 -0.115
C 7.65 -2.92 4.77 -0.119
C -3.41 0.46 -2.99 0.005
C -2.45 -5.76 5.90 -0.090
C -1.84 6.65 6.03 -0.113
C -0.60 -1.51 1.18 -0.118
C -0.36 0.54 -4.52 -0.187
C -2.45 -6.85 1.48 -0.096
C -1.20 -6.58 5.67 -0.104
C -2.66 5.20 4.50 -0.574
C -0.67 2.38 3.65 -0.180
C -2.83 5.71 6.69 -0.114
C 1.10 0.82 -4.13 -0.188
C -3.93 10.75 -10.10 -0.107
B -0.88 -2.62 0.07 -0.696
H 2.37 -0.77 -4.82 0.109
H -3.37 -0.64 -3.05 0.086
H -2.29 -8.64 0.23 0.135
H -2.82 -5.84 6.92 0.136
H -0.57 -6.67 6.54 0.135
H -1.75 3.52 -3.75 0.086
H -0.50 -2.02 2.15 0.076
H 4.13 -0.63 0.87 0.078
H 7.84 -2.39 3.84 0.127
H -3.03 5.63 -8.94 0.117
H -1.48 -0.86 1.27 0.086
H 5.06 -0.41 -0.60 0.099
H -0.06 3.07 4.23 0.042
H -1.86 -3.74 1.31 0.093
H -0.62 -0.47 -4.19 0.115
H 4.00 -0.66 -3.25 0.080
H 1.11 1.44 -3.23 0.108
H 2.86 -7.06 4.26 0.142
H -2.27 7.63 5.83 0.132
H -2.34 4.93 7.27 0.133
H -1.36 2.94 -5.39 0.085
H 5.51 -3.15 5.18 0.116
H -1.09 2.92 2.79 0.066
H -1.89 -8.90 1.94 0.131
H -0.07 3.15 -4.19 0.086
H -0.73 -1.73 -1.69 0.093
H 2.02 -1.02 1.82 0.017
H -0.38 0.25 3.30 0.052
H 1.57 1.41 -4.92 0.116
H 7.70 -4.00 4.58 0.133
H -4.40 7.56 -7.47 0.133
H 2.39 -2.47 -1.47 0.050
H -2.81 -6.29 0.61 0.132
H 3.95 -4.88 4.23 0.125
H 1.26 -1.26 -3.56 0.083
H -4.70 11.51 -10.19 0.133
H 2.78 -4.63 2.92 0.107
H -3.56 6.21 7.32 0.131
H -4.45 0.78 -3.07 0.084
H 3.26 0.84 -2.72 0.086
H -2.35 -4.72 5.63 0.135
H -0.34 1.63 1.16 0.048
H -2.97 0.79 -2.05 0.073
H -3.28 10.99 -9.25 0.134
H 6.09 -1.48 5.25 0.135
H -0.61 -6.20 4.83 0.112
H -4.21 5.16 -7.70 0.138
H -2.72 7.82 -7.96 0.126
H -1.49 2.05 4.29 0.083
H -3.24 -6.91 2.22 0.119
H -2.22 11.09 -11.44 0.133
H -0.48 0.59 -5.61 0.126
H -3.74 10.71 -12.27 0.134
H 1.33 -6.36 3.70 0.088
H -0.91 6.77 6.57 0.132
```